80
Properties=species:S:1:pos:R:3:lowdin_charge:R:1 method="wB97M-V/def2-TZVPD" lumo_energy_ev=-3.564 e_tot_ha=-7971.208215 gap_ha=0.057 fmax_ev_per_a=2.56 e_homo_ev=-5.11
H 2.589 0.352 1.716 0.117
H -0.353 6.774 -1.910 0.011
H 2.495 -1.197 -0.063 0.090
C -0.380 6.268 -0.937 -0.206
N 2.231 -4.077 -0.743 -0.333
H 1.457 -1.677 4.143 0.113
C -0.987 -4.330 -3.044 -0.163
H -3.044 8.243 -0.997 0.013
H 2.689 -5.971 -1.621 0.150
H 3.528 -5.234 1.455 0.054
H -3.130 3.636 3.671 0.013
O 3.205 -6.132 1.605 -0.104
C -1.844 -0.585 1.214 -0.055
H -4.136 5.089 -1.628 0.012
H -1.624 3.887 4.571 0.009
H 2.746 1.185 -0.386 0.112
H -2.028 6.778 4.353 0.012
C 0.507 -5.694 -1.479 -0.213
N -2.304 4.927 0.926 -0.237
C -3.080 5.235 -1.862 -0.216
H -2.357 8.277 0.624 0.004
H -0.726 0.929 0.198 0.138
H 3.168 -2.383 -3.404 0.118
C -0.621 -1.809 2.876 -0.086
N 1.829 0.767 -0.247 -0.045
C 1.687 0.763 1.235 -0.126
C 0.474 -0.083 1.640 -0.185
C 0.361 -5.093 -2.933 -0.722
H 0.695 4.526 1.843 0.002
C 1.849 -3.240 -1.940 -0.297
H -3.409 6.768 3.248 0.021
H -3.011 5.897 -2.733 0.009
H 0.406 -7.656 1.305 0.107
H 3.881 -2.343 -1.783 0.126
H 1.713 -0.493 -2.882 0.125
C 1.937 -5.534 -0.952 -0.325
H -0.553 -2.595 3.631 0.120
C 1.854 -0.598 -0.745 -0.285
H 0.145 5.315 -1.041 0.013
H -2.643 4.271 -2.133 0.006
C 1.563 -4.130 -3.190 -0.158
H -1.383 -4.018 -2.070 0.110
C -2.956 7.676 -0.063 -0.202
C -2.319 6.756 3.296 -0.201
O 1.705 -1.316 3.283 0.011
H 3.229 -3.962 -0.556 0.132
H 0.170 6.893 -0.231 0.003
H 1.493 1.788 1.575 0.130
H 0.887 -2.793 -1.675 0.115
H 1.243 -3.419 -3.960 0.136
H 0.310 -6.772 -1.487 0.102
H -3.957 7.560 0.356 0.021
H -1.640 2.817 3.157 -0.006
C -0.701 0.149 0.958 -0.031
H 0.839 -0.995 -0.829 0.094
Br 1.281 -3.483 0.859 1.100
P 2.043 -6.593 0.593 0.428
C 2.495 -0.746 -2.147 -0.152
C 0.528 -1.062 2.610 -0.368
H 0.588 6.293 1.973 0.005
H -2.741 -0.378 0.638 0.116
Si -2.168 5.988 -0.384 0.204
C 0.259 5.350 2.414 -0.202
O -2.207 -5.245 -4.935 0.038
Si -1.630 5.213 2.451 0.203
H -2.659 -2.184 2.381 0.112
H 2.437 -4.709 -3.502 0.110
C -2.048 3.743 3.570 -0.210
Br 0.547 -6.622 -4.149 0.866
H -1.939 7.672 2.838 0.005
C -2.106 -5.087 -3.756 -0.794
H 0.667 5.308 3.432 0.011
O 0.616 -6.708 1.305 -0.133
H -0.830 -3.401 -3.609 0.134
Cl -3.417 -5.764 -2.705 0.634
C -1.780 -1.577 2.177 -0.092
O 2.388 -7.928 0.097 -0.256
C 2.941 -2.209 -2.346 -0.130
H -0.259 -5.251 -0.834 0.100
H 3.295 -0.018 -2.324 0.121